No. 1
{
  "formula": "C5H9N3",
  "method": "ωB97M-V/def2-TZVPD",
  "elements": ["N", "N", "C", "C", "C", "C", "C", "N", "H", "H", "H", "H", "H", "H", "H", "H", "H"],
  "xyz": [[-0.621, 0.841, -0.158], [0.631, -0.596, -1.454], [-0.576, 0.312, 0.983], [0.604, -1.895, -0.951], [-1.537, 1.971, 0.519], [1.680, -2.609, -0.644], [-0.951, 3.134, 0.803], [-0.124, -0.465, 1.819], [-0.299, -0.122, -1.639], [1.532, -0.137, -1.418], [-0.193, -1.466, 1.794], [-0.397, -2.285, -0.821], [-2.606, 1.939, 0.310], [1.592, -3.625, -0.304], [2.676, -2.202, -0.724], [0.117, 3.165, 0.984], [-1.527, 4.039, 0.902]],
  "mulliken_charge": [-0.37, -0.48, 0.45, 0.02, -0.16, -0.86, -0.66, -0.55, 0.34, 0.22, 0.32, 0.40, 0.33, 0.26, 0.22, 0.24, 0.29],
  "e_lumo_ev": 0.321,
  "e_above_lowest_kj_mol": 467.5,
  "homo_energy_ev": -7.628,
  "orbital_gap_ev": 7.95
}


No. 2
{
  "formula": "C4H6N2O2P",
  "method": "ωB97M-V/def2-TZVPD",
  "elements": ["C", "P", "O", "N", "C", "N", "C", "C", "O", "H", "H", "H", "H", "H", "H"],
  "xyz": [[1.087, 1.105, 1.910], [0.581, 1.815, 0.041], [-0.702, 2.490, 0.427], [-0.218, 0.065, -0.418], [-1.554, 0.033, -0.482], [-2.064, -1.068, -1.048], [-0.965, -1.827, -1.379], [0.148, -1.128, -0.997], [1.392, -1.609, -1.386], [1.391, 0.068, 1.903], [1.692, 1.808, 2.352], [0.043, 1.067, 2.327], [-1.961, 0.919, -0.067], [-0.967, -2.702, -1.933], [2.096, -1.035, -1.249]],
  "mulliken_charge": [-0.97, 0.09, -0.63, 0.06, -0.17, -0.81, -0.36, 0.27, -0.51, 0.27, 0.35, 0.20, 0.49, 0.44, 0.28],
  "charge": -1,
  "e_lumo_ev": 3.624,
  "e_above_lowest_kj_mol": 257.6,
  "homo_energy_ev": -3.851,
  "orbital_gap_ev": 7.48
}


No. 3
{
  "formula": "C4H9OP",
  "method": "ωB97M-V/def2-TZVPD",
  "elements": ["C", "C", "C", "P", "O", "C", "H", "H", "H", "H", "H", "H", "H", "H", "H"],
  "xyz": [[-1.283, 1.653, 0.186], [-0.237, 1.071, 0.716], [0.624, 0.018, -0.031], [2.502, 0.188, -0.048], [0.398, -1.280, 0.353], [-0.853, -1.835, 0.187], [-1.799, 2.338, 0.751], [-1.368, 1.689, -0.950], [-0.029, 1.237, 1.713], [0.553, 0.215, -1.334], [2.550, 1.261, -0.941], [2.412, -0.771, -1.034], [-0.679, -2.732, 0.644], [-1.199, -1.844, -0.832], [-1.592, -1.209, 0.619]],
  "mulliken_charge": [-0.66, -0.33, -0.05, -0.09, -0.31, -0.77, 0.36, 0.22, 0.39, 0.22, 0.04, 0.05, 0.31, 0.30, 0.33],
  "e_lumo_ev": 1.059,
  "e_above_lowest_kj_mol": 279.0,
  "homo_energy_ev": -8.994,
  "orbital_gap_ev": 10.05
}


No. 4
{
  "formula": "C23H34FN11O8PS2",
  "method": "ωB97M-V/def2-TZVPD",
  "elements": ["O", "C", "O", "O", "P", "O", "O", "S", "O", "S", "O", "O", "F", "H", "C", "C", "N", "H", "H", "H", "C", "C", "N", "H", "H", "H", "C", "C", "N", "H", "H", "H", "C", "C", "N", "H", "H", "H", "C", "C", "N", "H", "H", "H", "C", "C", "N", "H", "H", "H", "C", "C", "N", "H", "H", "H", "C", "C", "N", "H", "H", "H", "C", "C", "N", "H", "H", "H", "C", "C", "N", "H", "H", "H", "C", "C", "N", "H", "H", "H"],
  "xyz": [[1.576, 1.710, -1.013], [1.308, 0.593, -0.603], [0.176, 0.076, -0.633], [2.349, -0.287, -0.063], [2.879, 0.144, 1.388], [4.315, -0.191, 1.430], [2.710, 1.773, 1.600], [1.569, 2.213, 2.776], [1.946, -0.616, 2.613], [2.078, -2.196, 2.644], [2.691, -2.615, 3.851], [2.667, -2.778, 1.483], [0.573, -2.734, 2.726], [1.241, 3.466, 2.348], [5.477, 1.900, 5.091], [4.555, 1.245, 4.163], [3.824, 0.715, 3.463], [5.689, 1.234, 5.925], [6.408, 2.144, 4.580], [5.027, 2.816, 5.471], [0.125, 6.578, 0.612], [0.601, 6.692, 1.997], [0.977, 6.767, 3.078], [-0.301, 7.524, 0.285], [0.955, 6.320, -0.042], [-0.635, 5.800, 0.546], [0.087, -4.234, -0.370], [-0.876, -4.870, -1.272], [-1.638, -5.363, -1.973], [0.314, -4.898, 0.463], [1.006, -4.010, -0.907], [-0.331, -3.306, 0.018], [-2.484, -2.196, -3.373], [-3.219, -1.235, -4.204], [-3.796, -0.485, -4.852], [-1.611, -2.559, -3.910], [-2.160, -1.717, -2.449], [-3.128, -3.041, -3.130], [4.948, -2.799, -0.818], [6.412, -2.902, -0.874], [7.555, -2.985, -0.922], [4.504, -3.753, -1.103], [4.620, -2.545, 0.187], [4.603, -2.029, -1.505], [-2.042, 6.508, -3.343], [-0.844, 7.249, -2.936], [0.093, 7.831, -2.627], [-2.021, 5.504, -2.920], [-2.933, 7.024, -2.987], [-2.082, 6.438, -4.425], [-3.032, 10.150, -4.923], [-2.345, 8.993, -5.508], [-1.803, 8.092, -5.963], [-3.096, 10.951, -5.657], [-4.037, 9.866, -4.616], [-2.480, 10.504, -4.054], [0.765, -1.346, 6.595], [2.109, -0.763, 6.700], [3.149, -0.294, 6.804], [0.434, -1.652, 7.587], [0.068, -0.615, 6.190], [0.781, -2.216, 5.940], [-2.691, -1.934, 3.770], [-1.890, -0.812, 4.271], [-1.266, 0.069, 4.656], [-3.748, -1.680, 3.810], [-2.415, -2.151, 2.740], [-2.513, -2.817, 4.382], [-2.550, -5.704, -6.018], [-1.399, -4.895, -5.604], [-0.504, -4.260, -5.277], [-2.917, -5.358, -6.982], [-2.255, -6.748, -6.102], [-3.345, -5.616, -5.280], [-4.522, -7.340, -0.899], [-5.336, -7.164, 0.311], [-5.970, -7.027, 1.256], [-3.564, -6.836, -0.780], [-4.348, -8.400, -1.075], [-5.041, -6.917, -1.757]],
  "mulliken_charge": [-0.63, 0.48, -0.68, -0.24, 0.72, -0.65, -0.22, 0.04, 0.60, 0.85, -0.61, -0.47, -0.20, 0.00, -1.15, 0.34, -0.11, 0.29, 0.32, 0.27, -0.74, 0.22, -0.42, 0.35, 0.30, 0.29, -0.43, 0.05, -0.35, 0.34, 0.20, 0.21, -0.32, 0.16, -0.41, 0.07, 0.23, 0.24, -0.30, 0.18, -0.43, 0.30, -0.01, 0.25, -0.93, 0.46, -0.46, 0.34, 0.26, 0.36, -0.83, 0.40, -0.44, 0.32, 0.27, 0.27, -0.59, 0.42, -0.45, 0.37, 0.09, 0.18, -0.77, 0.47, -0.50, 0.34, 0.20, 0.27, -0.76, 0.39, -0.42, 0.30, 0.28, 0.21, -0.49, 0.27, -0.37, 0.08, 0.27, 0.22],
  "charge": -1,
  "e_lumo_ev": 1.731,
  "homo_energy_ev": -5.547,
  "orbital_gap_ev": 7.28
}


No. 5
{
  "formula": "C7H17NO",
  "method": "ωB97M-V/def2-TZVPD",
  "elements": ["C", "N", "C", "C", "O", "H", "H", "H", "H", "H", "H", "H", "C", "C", "C", "C", "H", "H", "H", "H", "H", "H", "H", "H", "H", "H"],
  "xyz": [[1.747, -0.499, -1.949], [1.931, -0.144, -0.561], [2.349, 1.208, -0.263], [1.722, -1.039, 0.442], [1.857, -0.818, 1.637], [0.975, 0.135, -2.416], [2.688, -0.378, -2.511], [1.428, -1.553, -2.020], [2.444, 1.320, 0.830], [3.325, 1.431, -0.725], [1.610, 1.940, -0.629], [1.404, -2.035, 0.048], [-1.543, 1.718, -0.395], [-1.504, 0.746, 0.784], [-1.850, -0.684, 0.375], [-1.811, -1.656, 1.554], [-1.290, 2.741, -0.070], [-2.551, 1.730, -0.841], [-0.820, 1.405, -1.167], [-0.493, 0.753, 1.235], [-2.221, 1.078, 1.560], [-2.861, -0.692, -0.076], [-1.133, -1.016, -0.400], [-2.534, -1.343, 2.326], [-0.803, -1.668, 2.001], [-2.065, -2.679, 1.229]],
  "mulliken_charge": [-0.86, 0.19, -0.94, 0.08, -0.58, 0.27, 0.32, 0.28, 0.28, 0.33, 0.29, 0.31, -1.08, -0.21, -0.24, -1.22, 0.33, 0.39, 0.08, 0.16, 0.37, 0.38, 0.12, 0.35, 0.26, 0.33],
  "e_lumo_ev": 0.817,
  "e_above_lowest_kj_mol": 60.3,
  "homo_energy_ev": -9.472,
  "orbital_gap_ev": 10.29
}